# 1
Below is a 5-piece molecular cluster, C18H27F2N3O6 overall, with properties calculated with ωB97M-V/def2-TZVPD.

E_HOMO	-11.282	eV
E_tot	-41294.331	eV
multiplicity	1
maximum force	1.4	eV Å⁻¹
ΔE to the lowest compared entry with this formula, charge and spin	0.0	kcal per mole
SMILES	O=C1OC[C@@H](F)O1.O=C1OC[C@@H](F)O1.CCCC#N.CCCC#N.CCCC#N

Geometry as XYZ:
```
56
C18H27F2N3O6, DFT ωB97M-V/def2-TZVPD
O 23.82412 17.63515 7.81588
C 23.44888 17.36176 6.73056
O 22.35638 17.89820 6.14004
C 22.25125 17.41456 4.78794
C 23.19952 16.22627 4.78513
F 23.96621 16.14375 3.67147
O 24.04456 16.47186 5.89713
H 21.22094 17.12342 4.61895
H 22.54980 18.18833 4.07974
H 22.68329 15.27508 4.93272
O 14.51534 14.22807 13.05276
C 14.80039 13.26575 12.42713
O 14.95940 12.02368 12.91869
C 15.51922 11.17811 11.90373
C 15.44626 12.02797 10.63800
F 14.51482 11.54095 9.76082
O 15.03128 13.28053 11.08628
H 16.54454 10.91372 12.16626
H 14.94110 10.25871 11.85508
H 16.38379 12.11475 10.09837
C 18.72414 17.28899 13.96420
C 17.28875 16.83773 13.68450
C 17.12985 16.12431 12.34060
C 17.53930 16.91334 11.19618
N 17.86039 17.55032 10.30085
H 19.07704 18.03063 13.24918
H 19.40920 16.43726 13.94983
H 18.78049 17.72420 14.96353
H 16.62774 17.70711 13.69922
H 16.95842 16.15740 14.46794
H 16.07046 15.87140 12.19926
H 17.58714 15.13275 12.38813
C 18.48652 11.75494 4.38137
C 19.89551 11.76739 3.79082
C 20.08951 12.83890 2.71351
C 20.08395 14.19549 3.24868
N 20.07228 15.26286 3.66774
H 18.45159 11.10506 5.25838
H 17.77280 11.39194 3.64394
H 18.17021 12.73214 4.75434
H 20.10950 10.79103 3.35514
H 20.65234 11.92359 4.56573
H 19.30156 12.77138 1.95593
H 21.02720 12.69268 2.17057
C 21.09096 13.82585 7.91649
C 20.28917 14.85604 7.12360
C 19.16947 15.46216 7.95636
C 18.14923 14.44693 8.25122
N 17.38310 13.62227 8.47384
H 20.47581 12.99260 8.26672
H 21.54119 14.28954 8.79855
H 21.88365 13.37248 7.31835
H 19.81653 14.35082 6.27932
H 20.95196 15.64345 6.77322
H 18.67012 16.27930 7.43395
H 19.51215 15.85149 8.91740
```

---

# 2
Below is C18H27F6MgN9P as an isolated structure, with properties calculated with ωB97M-V/def2-TZVPD.

E_HOMO (alpha / beta)	-3.036 / -11.170	eV
E_tot	-63556.792	eV
multiplicity	2
expectation value of S²	0.753
maximum force	6.4	eV Å⁻¹

Geometry as XYZ:
```
62
C18H27F6MgN9P, DFT ωB97M-V/def2-TZVPD
Mg -0.54146 -0.90752 -2.17194
P 0.34778 0.78681 0.60613
F 0.26434 -0.18977 1.84138
F -1.17468 1.40264 0.72687
F 0.83886 2.03989 1.57936
F 0.45731 1.77650 -0.70781
F 1.84428 0.21186 0.22607
F -0.24751 -0.23771 -0.43546
C 3.41629 2.93126 -2.06084
C 2.45394 2.69856 -3.13924
N 1.67429 2.48405 -3.96300
H 3.56373 4.00699 -1.96500
H 4.35733 2.46083 -2.34586
H 3.01361 2.52310 -1.13383
C -0.44472 -2.66270 3.01199
C 0.43201 -3.90446 2.94903
N 1.17875 -4.80350 2.87720
H -0.03221 -1.84933 3.60896
H -1.41546 -2.77511 3.49481
H -0.69266 -2.29611 2.01588
C -0.78178 -5.22956 -0.47781
C -0.37520 -3.90703 -0.94289
N 0.01960 -2.81789 -1.16114
H -0.41009 -5.28439 0.54539
H -0.25580 -6.07050 -0.92976
H -1.85942 -5.38461 -0.42537
C -1.52553 3.15207 -4.21423
C -1.39994 1.85661 -3.51602
N -1.30317 0.84106 -2.93079
H -1.75366 3.88156 -3.43712
H -2.32075 3.05296 -4.95309
H -0.57748 3.38069 -4.70111
C -1.63817 4.23710 -0.35585
C -0.47401 4.77060 -1.13830
N 0.35657 5.20684 -1.80353
H -1.27705 3.74054 0.54478
H -2.39702 3.56080 -0.74938
H -2.18043 5.11223 0.00219
C 3.25014 0.59236 2.95428
C 4.34363 0.51758 3.88841
N 5.23334 0.44496 4.61572
H 3.61321 0.13737 2.03273
H 2.96401 1.62176 2.73849
H 2.46314 -0.12102 3.19888
C 3.87403 -1.26979 -2.42299
C 2.49158 -0.83581 -2.58101
N 1.33255 -0.51546 -2.73284
H 4.57508 -0.47685 -2.16247
H 4.31934 -1.65062 -3.34210
H 3.92241 -1.88984 -1.52784
C -2.20877 0.18242 4.30517
C -3.16331 -0.76992 3.72347
N -3.91460 -1.54599 3.23693
H -2.69096 0.71334 5.12596
H -1.88260 0.86004 3.51615
H -1.33238 -0.38046 4.62645
C -4.79649 -2.43583 -0.36243
C -3.56836 -1.83750 -0.92150
N -2.62844 -1.37867 -1.40169
H -4.65976 -3.01794 0.54892
H -5.10072 -3.05081 -1.20939
H -5.57669 -1.68848 -0.21803
```

---

# 3
Below is C18H27N3O3S in the gas phase, with properties calculated with ωB97M-V/def2-TZVPD.

E_HOMO	-8.944	eV
E_tot	-40552.906	eV
multiplicity	1
maximum force	1.2	eV Å⁻¹
ΔE to the lowest compared entry with this formula, charge and spin	22.2	kcal per mole
SMILES	O=C(NCCc1ccccc1)C1CCN(S(=O)(=O)N2CCCC2)CC1

Geometry as XYZ:
```
52
C18H27N3O3S, DFT ωB97M-V/def2-TZVPD
O 0.69572 3.49207 -1.44832
C 0.18976 2.45467 -1.07260
N 0.47222 1.87106 0.10926
C 1.49003 2.36678 1.00220
C 2.71172 1.43559 1.03389
C 3.75040 1.97541 1.97354
C 3.79045 1.56568 3.29976
C 4.72631 2.09231 4.17257
C 5.63282 3.03967 3.72928
C 5.59790 3.45773 2.40967
C 4.66165 2.92990 1.53908
C -0.84772 1.69226 -1.90273
C -2.16846 1.59357 -1.12485
C -3.13177 0.61576 -1.79192
N -2.51013 -0.68570 -1.96392
S -2.26164 -1.49060 -0.52065
O -1.06701 -1.08165 0.16982
O -3.48645 -1.41069 0.21462
N -1.97386 -3.01437 -1.15269
C -3.20415 -3.64224 -1.60432
C -3.74898 -4.45090 -0.41078
C -2.58272 -4.50666 0.59064
C -1.39272 -3.93782 -0.19173
C -1.34624 -0.62340 -2.82550
C -0.27081 0.32053 -2.28875
H 0.06195 0.97495 0.33488
H 1.78085 3.35519 0.63908
H 1.07573 2.46445 2.01094
H 3.11866 1.36179 0.02350
H 2.39051 0.44141 1.35306
H 3.08562 0.82481 3.65020
H 4.74841 1.76228 5.20112
H 6.36438 3.45035 4.40950
H 6.30276 4.19709 2.05829
H 4.63575 3.25829 0.51007
H -1.02367 2.27181 -2.81526
H -1.99055 1.23453 -0.11047
H -2.62347 2.58353 -1.06146
H -3.43797 0.97000 -2.78045
H -4.01633 0.46572 -1.17197
H -3.88413 -2.86154 -1.93863
H -2.95836 -4.29332 -2.44745
H -4.60374 -3.94203 0.02870
H -4.05772 -5.44582 -0.72810
H -2.38610 -5.51591 0.94723
H -2.79312 -3.86449 1.44478
H -0.67941 -3.39789 0.42725
H -0.87336 -4.72052 -0.75222
H -1.69363 -0.29824 -3.81104
H -0.95614 -1.63910 -2.90241
H 0.18236 -0.15383 -1.41970
H 0.50438 0.45751 -3.04503
```

---

# 4
Below is C18H27N3O4 in the gas phase, with properties calculated with ωB97M-V/def2-TZVPD.

E_HOMO	-9.362	eV
E_tot	-31762.264	eV
multiplicity	1
maximum force	1.3	eV Å⁻¹
ΔE to the lowest compared entry with this formula, charge and spin	110.0	kcal per mole
SMILES	CC(C)C[C@@H](CO)N1CCN(Cc2ccc([N+](=O)[O-])cc2)CCC1=O

Geometry as XYZ:
```
52
C18H27N3O4, DFT ωB97M-V/def2-TZVPD
C -4.61017 -2.85087 -0.77615
C -3.83156 -1.75936 -0.03989
C -4.29555 -1.68851 1.41198
C -4.00904 -0.43538 -0.79640
C -3.10031 0.74003 -0.37197
C -3.76877 1.61751 0.70751
O -2.94883 2.67375 1.13069
N -1.74324 0.28301 -0.06290
C -0.92506 0.00050 -1.22567
C 0.17698 1.04301 -1.44560
N 1.37516 0.71169 -0.69904
C 2.51996 1.50312 -1.11825
C 3.80890 0.90208 -0.63069
C 4.85385 1.70948 -0.19295
C 6.04432 1.15056 0.22790
C 6.18684 -0.23143 0.21504
N 7.42488 -0.82048 0.65376
O 8.30756 -0.07235 1.01798
O 7.51223 -2.03026 0.63176
C 5.15119 -1.05367 -0.21611
C 3.97013 -0.48177 -0.63913
C 1.17763 0.81076 0.73757
C 0.22293 -0.25749 1.27577
C -1.23297 0.16518 1.17763
O -1.85917 0.40994 2.19831
H -4.26736 -2.95133 -1.80398
H -4.48149 -3.80931 -0.27925
H -5.67160 -2.61322 -0.78999
H -2.77049 -2.03202 -0.05110
H -5.31962 -1.32532 1.46805
H -4.26065 -2.67951 1.85988
H -3.65531 -1.03738 1.99848
H -5.04626 -0.10922 -0.70338
H -3.82948 -0.64034 -1.85526
H -2.98325 1.40591 -1.23862
H -4.09780 1.01653 1.55566
H -4.64665 2.07640 0.24095
H -2.37485 2.30948 1.81996
H -1.57814 -0.01154 -2.09795
H -0.46396 -0.98724 -1.14454
H 0.43901 1.04778 -2.50666
H -0.21653 2.04061 -1.18241
H 2.44436 2.55279 -0.78488
H 2.54436 1.50588 -2.21371
H 4.73375 2.78249 -0.18198
H 6.86463 1.76262 0.57006
H 5.29298 -2.12353 -0.21418
H 3.15043 -1.09648 -0.97506
H 2.15411 0.66731 1.20710
H 0.80767 1.81114 1.02605
H 0.40472 -1.20338 0.76577
H 0.41954 -0.39820 2.33984
```

---

What did the first record say?
Below is a 5-piece molecular cluster, C18H27F2N3O6 overall, with properties calculated with ωB97M-V/def2-TZVPD.

E_HOMO	-11.282	eV
E_tot	-41294.331	eV
multiplicity	1
maximum force	1.4	eV Å⁻¹
ΔE to the lowest compared entry with this formula, charge and spin	0.0	kcal per mole
SMILES	O=C1OC[C@@H](F)O1.O=C1OC[C@@H](F)O1.CCCC#N.CCCC#N.CCCC#N

Geometry as XYZ:
```
56
C18H27F2N3O6, DFT ωB97M-V/def2-TZVPD
O 23.82412 17.63515 7.81588
C 23.44888 17.36176 6.73056
O 22.35638 17.89820 6.14004
C 22.25125 17.41456 4.78794
C 23.19952 16.22627 4.78513
F 23.96621 16.14375 3.67147
O 24.04456 16.47186 5.89713
H 21.22094 17.12342 4.61895
H 22.54980 18.18833 4.07974
H 22.68329 15.27508 4.93272
O 14.51534 14.22807 13.05276
C 14.80039 13.26575 12.42713
O 14.95940 12.02368 12.91869
C 15.51922 11.17811 11.90373
C 15.44626 12.02797 10.63800
F 14.51482 11.54095 9.76082
O 15.03128 13.28053 11.08628
H 16.54454 10.91372 12.16626
H 14.94110 10.25871 11.85508
H 16.38379 12.11475 10.09837
C 18.72414 17.28899 13.96420
C 17.28875 16.83773 13.68450
C 17.12985 16.12431 12.34060
C 17.53930 16.91334 11.19618
N 17.86039 17.55032 10.30085
H 19.07704 18.03063 13.24918
H 19.40920 16.43726 13.94983
H 18.78049 17.72420 14.96353
H 16.62774 17.70711 13.69922
H 16.95842 16.15740 14.46794
H 16.07046 15.87140 12.19926
H 17.58714 15.13275 12.38813
C 18.48652 11.75494 4.38137
C 19.89551 11.76739 3.79082
C 20.08951 12.83890 2.71351
C 20.08395 14.19549 3.24868
N 20.07228 15.26286 3.66774
H 18.45159 11.10506 5.25838
H 17.77280 11.39194 3.64394
H 18.17021 12.73214 4.75434
H 20.10950 10.79103 3.35514
H 20.65234 11.92359 4.56573
H 19.30156 12.77138 1.95593
H 21.02720 12.69268 2.17057
C 21.09096 13.82585 7.91649
C 20.28917 14.85604 7.12360
C 19.16947 15.46216 7.95636
C 18.14923 14.44693 8.25122
N 17.38310 13.62227 8.47384
H 20.47581 12.99260 8.26672
H 21.54119 14.28954 8.79855
H 21.88365 13.37248 7.31835
H 19.81653 14.35082 6.27932
H 20.95196 15.64345 6.77322
H 18.67012 16.27930 7.43395
H 19.51215 15.85149 8.91740
```

---

Question: Which value of E_tot does entry 4 give?
Answer: -31762.264 eV